No. 1
This record from the OMol25 dataset describes C46H109Br9Cl3O28P7 as an isolated structure at a distorted geometry. The level of theory is ωB97M-V with the def2-TZVPD basis set.

Results
gap between HOMO and LUMO	0.358	hartree
LUMO level	-0.0039	Ha
highest occupied orbital energy	-0.362	Eh

Each line ends with the Löwdin charge.
Cartesian coordinates (Å):
C (4.15, -2.41, 2.60)  -1.63
Br (6.00, -2.06, 2.84)  0.61
Br (3.48, -3.52, 4.02)  0.62
Br (3.83, -3.34, 0.95)  0.59
H (3.59, -1.49, 2.57)  -0.04
C (-0.98, 0.32, -5.25)  -1.63
Br (0.90, -0.05, -5.18)  0.65
Br (-1.72, -0.11, -6.95)  0.64
Br (-1.34, 2.15, -4.81)  0.64
H (-1.41, -0.31, -4.50)  -0.06
C (1.87, 7.02, -2.49)  -1.63
Br (2.71, 5.51, -1.64)  0.60
Br (2.87, 7.44, -4.06)  0.60
Br (1.72, 8.62, -1.44)  0.63
H (0.88, 6.73, -2.77)  -0.04
C (-6.23, 7.06, -2.15)  -0.08
C (-6.87, 6.55, -0.93)  -0.23
O (-7.81, 5.49, -1.34)  -0.16
P (-8.54, 4.57, -0.30)  0.29
O (-9.55, 3.72, -0.86)  -0.20
O (-8.99, 5.61, 0.78)  -0.18
C (-9.55, 5.16, 2.06)  -0.25
C (-9.95, 6.35, 2.83)  -0.08
O (-7.39, 3.81, 0.48)  -0.17
C (-6.58, 2.90, -0.27)  -0.26
C (-5.27, 3.50, -0.54)  -0.09
H (-5.74, 6.24, -2.68)  0.08
H (-6.95, 7.52, -2.83)  0.09
H (-5.51, 7.85, -1.91)  0.08
H (-6.17, 6.15, -0.20)  0.10
H (-7.49, 7.32, -0.45)  0.12
H (-10.40, 4.48, 1.88)  0.13
H (-8.79, 4.53, 2.56)  0.12
H (-10.83, 6.77, 2.36)  0.09
H (-10.12, 6.13, 3.88)  0.08
H (-9.18, 7.13, 2.79)  0.08
H (-6.41, 2.11, 0.46)  0.13
H (-7.03, 2.54, -1.18)  0.12
H (-5.27, 4.41, -1.13)  0.06
H (-4.64, 3.57, 0.34)  0.07
H (-4.71, 2.82, -1.21)  0.09
C (-1.98, -6.32, -2.69)  -0.07
C (-1.37, -4.97, -2.43)  -0.27
O (-0.38, -4.59, -3.38)  -0.16
P (-0.88, -3.89, -4.68)  0.27
O (-1.41, -2.56, -4.51)  -0.23
O (-1.89, -4.90, -5.32)  -0.17
C (-3.17, -4.40, -5.70)  -0.27
C (-3.94, -5.58, -6.29)  -0.06
O (0.41, -3.96, -5.51)  -0.17
C (0.40, -3.38, -6.89)  -0.20
C (-0.18, -4.33, -7.97)  -0.06
H (-1.98, -6.90, -1.76)  0.08
H (-3.00, -6.27, -3.06)  0.07
H (-1.39, -6.94, -3.37)  0.09
H (-2.15, -4.22, -2.33)  0.12
H (-0.89, -5.05, -1.46)  0.11
H (-3.68, -4.02, -4.81)  0.12
H (-3.06, -3.60, -6.43)  0.11
H (-3.93, -6.37, -5.54)  0.07
H (-4.96, -5.31, -6.52)  0.08
H (-3.42, -5.98, -7.16)  0.08
H (-0.07, -2.40, -6.91)  0.03
H (1.46, -3.25, -7.11)  0.10
H (-1.26, -4.25, -8.01)  0.06
H (0.26, -4.01, -8.92)  0.08
H (0.17, -5.35, -7.82)  0.08
C (2.07, 4.49, 5.30)  -0.07
C (2.85, 3.22, 5.44)  -0.24
O (4.20, 3.54, 5.83)  -0.17
P (5.37, 2.78, 5.16)  0.25
O (5.50, 1.37, 5.51)  -0.21
O (5.18, 3.08, 3.63)  -0.18
C (5.31, 1.98, 2.64)  -0.24
C (6.73, 1.84, 2.18)  -0.09
O (6.58, 3.64, 5.56)  -0.16
C (6.52, 5.10, 5.39)  -0.22
C (6.64, 5.79, 6.76)  -0.07
H (2.21, 5.20, 6.11)  0.08
H (2.35, 5.02, 4.38)  0.08
H (0.99, 4.30, 5.13)  0.08
H (2.46, 2.58, 6.23)  0.12
H (2.82, 2.65, 4.51)  0.12
H (4.85, 1.07, 3.02)  0.10
H (4.70, 2.35, 1.82)  0.10
H (6.80, 1.30, 1.24)  0.05
H (7.07, 2.85, 1.89)  0.08
H (7.40, 1.45, 2.95)  0.08
H (7.33, 5.40, 4.73)  0.12
H (5.57, 5.36, 4.91)  0.10
H (7.46, 5.33, 7.32)  0.08
H (6.83, 6.86, 6.65)  0.08
H (5.75, 5.60, 7.36)  0.07
C (-0.17, 3.03, -1.46)  -0.09
C (-1.04, 2.44, -0.36)  -0.15
O (-0.63, 1.00, -0.22)  -0.19
P (0.31, 0.38, 0.86)  0.27
O (1.33, 1.23, 1.39)  -0.21
O (-0.76, -0.18, 1.86)  -0.17
C (-0.36, -1.15, 2.86)  -0.27
C (-1.40, -1.23, 3.92)  -0.06
O (0.86, -0.90, 0.15)  -0.19
C (-0.01, -1.81, -0.52)  -0.25
C (-0.16, -1.45, -1.99)  -0.07
H (-0.24, 4.10, -1.67)  0.05
H (0.88, 2.84, -1.21)  0.04
H (-0.35, 2.50, -2.40)  -0.01
H (-0.91, 2.96, 0.59)  0.12
H (-2.10, 2.40, -0.60)  0.11
H (-0.28, -2.14, 2.37)  0.07
H (0.63, -0.93, 3.28)  0.13
H (-1.40, -0.34, 4.54)  0.08
H (-2.38, -1.38, 3.46)  0.09
H (-1.18, -2.11, 4.53)  0.06
H (0.47, -2.79, -0.43)  0.11
H (-0.97, -1.86, -0.01)  0.12
H (-0.62, -2.26, -2.56)  0.04
H (-0.79, -0.56, -2.10)  0.07
H (0.81, -1.23, -2.43)  0.05
C (0.17, 8.02, 2.16)  -0.07
C (-0.28, 7.04, 1.15)  -0.33
O (-1.51, 6.43, 1.47)  -0.16
P (-2.73, 6.69, 0.53)  0.29
O (-3.09, 8.09, 0.32)  -0.21
O (-3.83, 5.78, 1.17)  -0.20
C (-4.21, 6.02, 2.61)  -0.19
C (-3.59, 4.95, 3.51)  -0.07
O (-2.39, 5.91, -0.79)  -0.17
C (-2.72, 6.50, -2.13)  -0.20
C (-2.75, 5.40, -3.17)  -0.08
H (0.10, 7.66, 3.18)  0.08
H (1.20, 8.30, 1.98)  0.08
H (-0.44, 8.91, 2.04)  0.09
H (-0.33, 7.63, 0.23)  0.05
H (0.47, 6.31, 0.82)  0.11
H (-4.01, 7.04, 2.94)  0.12
H (-5.29, 5.85, 2.62)  0.11
H (-4.05, 3.99, 3.24)  0.08
H (-2.53, 4.83, 3.30)  0.07
H (-3.84, 5.13, 4.55)  0.08
H (-3.68, 7.01, -2.09)  0.07
H (-1.99, 7.27, -2.46)  0.12
H (-3.51, 4.65, -2.91)  0.07
H (-3.06, 5.81, -4.14)  0.09
H (-1.81, 4.87, -3.29)  0.04
C (-0.85, -8.02, 8.53)  -0.07
C (0.17, -7.05, 7.94)  -0.22
O (-0.38, -6.44, 6.71)  -0.17
P (0.39, -6.66, 5.37)  0.27
O (1.76, -6.16, 5.35)  -0.24
O (-0.55, -5.98, 4.31)  -0.16
C (-0.28, -4.66, 3.77)  -0.23
C (-1.34, -4.34, 2.69)  -0.05
O (0.22, -8.18, 5.16)  -0.17
C (0.79, -8.85, 3.98)  -0.24
C (1.64, -10.01, 4.43)  -0.07
H (-1.77, -7.52, 8.77)  0.07
H (-1.01, -8.86, 7.86)  0.07
H (-0.42, -8.47, 9.44)  0.08
H (0.40, -6.26, 8.64)  0.12
H (1.08, -7.59, 7.67)  0.11
H (-0.32, -3.95, 4.61)  0.11
H (0.71, -4.58, 3.33)  0.08
H (-1.27, -5.12, 1.92)  0.08
H (-2.35, -4.29, 3.07)  0.08
H (-1.08, -3.39, 2.20)  0.03
H (0.02, -9.12, 3.27)  0.12
H (1.46, -8.15, 3.46)  0.12
H (2.30, -10.38, 3.65)  0.08
H (2.27, -9.71, 5.27)  0.08
H (0.99, -10.83, 4.77)  0.08
C (8.34, -3.52, -4.55)  -0.08
C (7.20, -4.40, -4.80)  -0.30
O (6.16, -3.64, -5.39)  -0.14
P (4.67, -4.07, -5.28)  0.30
O (3.74, -3.17, -5.90)  -0.19
O (4.72, -5.53, -5.88)  -0.17
C (3.47, -6.29, -6.04)  -0.24
C (3.80, -7.75, -6.06)  -0.08
O (4.45, -4.39, -3.76)  -0.17
C (4.15, -3.33, -2.88)  -0.29
C (2.67, -3.27, -2.59)  -0.08
H (8.04, -2.62, -4.02)  0.09
H (9.12, -4.02, -3.98)  0.08
H (8.72, -3.15, -5.51)  0.09
H (7.44, -5.24, -5.46)  0.13
H (6.90, -4.90, -3.87)  0.13
H (2.80, -6.06, -5.21)  0.12
H (2.98, -5.93, -6.95)  0.12
H (4.36, -8.05, -6.94)  0.08
H (4.37, -8.02, -5.18)  0.08
H (2.87, -8.33, -6.09)  0.08
H (4.71, -3.51, -1.95)  0.09
H (4.48, -2.36, -3.25)  0.12
H (2.41, -2.70, -1.71)  0.03
H (2.15, -2.88, -3.48)  0.07
H (2.27, -4.29, -2.52)  0.09
C (4.09, 1.86, -1.36)  -1.56
Cl (3.31, 2.18, -2.91)  0.53
Cl (5.61, 2.72, -1.20)  0.56
Cl (4.27, 0.14, -0.99)  0.56
H (3.44, 2.25, -0.59)  -0.01

***

No. 2
This record from the OMol25 dataset describes C9H10ClN5O2V as an isolated structure at a distorted geometry. The level of theory is ωB97M-V with the def2-TZVPD basis set.

Results
expectation value of S²	0.803
total charge	+2
gap between HOMO and LUMO (spin up / spin down)	0.230 / 0.251	hartree
spin multiplicity	2
LUMO level (spin up / spin down)	-0.4078 / -0.3880	Ha
relative energy (zero: lowest compared OMol25 entry of this formula, charge and spin)	0.0000	eV
highest occupied orbital energy (spin up / spin down)	-0.638 / -0.639	Eh

Each line ends with the Löwdin charge.
Cartesian coordinates (Å):
Cl (0.22, 3.33, -0.69)  0.30
C (-2.04, 0.07, -1.45)  -0.06
C (-1.18, -1.07, -1.20)  -0.08
C (0.09, -0.81, -1.81)  -0.06
H (-1.51, -2.02, -0.78)  0.13
C (0.02, 0.47, -2.48)  -0.33
C (-1.30, 0.99, -2.25)  -0.06
H (-1.67, 1.92, -2.69)  0.15
H (-3.08, 0.15, -1.17)  0.15
H (0.94, -1.49, -1.88)  0.16
C (1.09, 1.08, -3.31)  0.00
V (-0.24, 0.75, -0.28)  0.60
C (1.63, 0.94, 0.32)  -0.08
O (2.72, 1.22, 0.62)  0.23
C (-1.25, 1.73, 1.07)  -0.11
O (-1.71, 2.26, 2.00)  0.23
H (2.08, 0.81, -2.92)  0.10
H (1.00, 2.17, -3.33)  0.09
H (1.03, 0.70, -4.35)  0.12
N (1.31, -1.41, 4.38)  0.19
N (0.75, -1.51, 3.13)  -0.17
N (-0.43, -2.18, 2.98)  0.20
C (-0.90, -1.64, 1.86)  -0.12
N (-0.12, -0.63, 1.40)  -0.09
N (0.89, -0.47, 2.27)  0.11
H (2.27, -1.09, 4.30)  0.13
H (1.20, -2.29, 4.87)  0.13
H (-1.81, -1.98, 1.39)  0.13